This record from the Open Molecules 2025 dataset describes a molecular structure, C24H33ClI2InP2Sb in a non-equilibrium geometry. The level of theory is ωB97M-V with the def2-TZVPD basis set.

Its net charge is +2. The LUMO energy is -8.42 eV. The highest occupied orbital energy is -11.5 eV.

Last column: Mulliken charge in e.
Geometry (Å):
1 I -0.756 1.484 1.387  -0.230
2 I -0.537 -1.543 0.620  0.008
3 In 0.810 1.208 -3.423  0.199
4 P -2.628 -0.727 -0.545  0.672
5 C -4.089 -0.821 0.518  -1.043
6 C -2.715 0.859 -1.437  -0.912
7 H -3.655 0.818 -2.020  0.460
8 H -3.650 -1.532 -2.523  0.433
9 H -1.871 0.965 -2.141  0.025
10 H -1.891 -1.834 -2.536  0.261
11 H -4.115 0.029 1.215  0.295
12 H -2.738 1.718 -0.748  0.394
13 C -2.798 -1.868 -1.918  -1.047
14 H -4.978 -0.793 -0.134  0.430
15 H -2.983 -2.880 -1.542  0.391
16 H -4.082 -1.756 1.093  0.370
17 P 2.596 0.507 -1.772  0.746
18 C 2.755 0.799 0.013  -0.658
19 C 2.988 -1.261 -1.936  -1.015
20 H 3.749 1.931 -3.357  0.339
21 H 4.763 0.547 -2.839  0.314
22 H 4.534 1.966 -1.752  0.347
23 C 4.058 1.316 -2.499  -1.187
24 H 2.226 -1.753 -2.548  0.287
25 H 3.967 -1.360 -2.413  0.380
26 H 3.768 1.178 0.217  0.420
27 H 2.584 -0.134 0.566  0.087
28 H 3.010 -1.719 -0.942  0.304
29 H 2.009 1.528 0.357  0.091
30 Cl 0.048 -0.953 -4.181  -0.539
31 C -0.195 4.456 6.415  -0.498
32 C 0.782 4.225 5.434  -0.549
33 C 0.802 3.011 4.732  -0.661
34 C -0.134 2.021 5.035  0.606
35 C -1.135 2.250 5.987  -0.355
36 C -1.146 3.465 6.695  -0.577
37 Sb -0.034 0.182 3.884  1.493
38 C 1.783 -0.811 4.718  0.308
39 C 2.295 -1.908 4.032  -0.283
40 C 3.511 -2.468 4.455  -0.657
41 C 4.189 -1.924 5.552  -0.464
42 C 3.617 -0.870 6.278  -0.606
43 C 2.384 -0.323 5.877  -0.369
44 C -1.705 -1.052 4.594  0.465
45 C -1.434 -2.312 5.136  -0.431
46 C -2.487 -3.077 5.665  -0.563
47 C -3.809 -2.619 5.548  -0.491
48 C -4.070 -1.390 4.930  -0.684
49 C -3.014 -0.601 4.437  -0.548
50 H -0.237 5.407 6.953  0.402
51 H 1.529 4.987 5.196  0.391
52 H 1.543 2.859 3.942  0.362
53 H -1.902 1.493 6.168  0.407
54 H -1.900 3.656 7.464  0.398
55 H 1.761 -2.327 3.174  0.374
56 H 3.928 -3.317 3.915  0.404
57 H 5.164 -2.319 5.845  0.411
58 H 4.139 -0.469 7.148  0.405
59 H 1.904 0.469 6.456  0.442
60 H -0.419 -2.702 5.142  0.400
61 H -2.282 -4.038 6.133  0.421
62 H -4.633 -3.230 5.926  0.417
63 H -5.095 -1.037 4.802  0.435
64 H -3.226 0.345 3.926  0.572